No. 1
# C4H8N2O

A single C4H8N2O molecule at a distorted geometry (ωB97M-V with the def2-TZVPD basis set, OMol25).

Values from the calculation:
- lowest unoccupied orbital energy (eV) = 0.87
- gap between HOMO and LUMO (eV) = 10.115
- SMILES string = O/N=C\NC1CC1

Positions of all 15 atoms, in Å:
1 O -2.2334 1.0466 -0.2217
2 N -2.1980 -0.3450 -0.3258
3 C -1.1931 -1.0432 0.1700
4 N -0.1549 -0.3510 0.7585
5 C 0.8842 0.1565 -0.1612
6 C 2.3603 -0.4386 -0.5849
7 C 2.1832 0.7705 0.3189
8 H -1.5040 1.4332 0.3358
9 H -1.1464 -2.0461 -0.1039
10 H 0.3439 -0.9048 1.5539
11 H 0.6938 0.7400 -1.3253
12 H 2.8604 -0.4921 -1.7040
13 H 2.8675 -1.5561 -0.2287
14 H 2.4802 0.7577 1.4972
15 H 2.3345 1.8976 0.2630

Forces on the atoms, in the same order (eV/Å):
0.713 -0.629 0.600
1.266 -1.188 0.501
-2.574 4.202 -1.491
3.461 -0.506 1.395
2.523 1.227 -3.848
1.694 -3.131 -0.905
0.114 1.385 3.512
-0.438 -1.074 -0.410
-0.242 -1.734 -0.094
-1.153 1.338 -1.945
-0.821 -1.735 4.086
-1.969 1.103 2.626
-1.824 3.480 0.070
-0.894 -1.201 -2.651
0.146 -1.537 -1.447

=====

No. 2
# C4H8N2O

A single C4H8N2O molecule at a distorted geometry (ωB97M-V with the def2-TZVPD basis set, OMol25).

Values from the calculation:
- lowest unoccupied orbital energy (eV) = 0.81
- gap between HOMO and LUMO (eV) = 9.813
- SMILES string = [H]/N=C(N)/C(C)=C/O

Positions of all 15 atoms, in Å:
1 H 2.6247 1.3137 -0.5096
2 N 1.6037 1.2987 -0.5301
3 C 1.1497 0.1493 -0.1669
4 N 2.0257 -0.8202 0.2284
5 C -0.4394 0.0167 0.0175
6 C -1.2536 1.2505 0.1752
7 C -0.7562 -1.2318 -0.2349
8 O -2.1930 -1.5477 -0.4107
9 H 1.6646 -1.5993 0.7614
10 H 2.9673 -0.5363 0.4643
11 H -1.7638 1.2388 1.1434
12 H -0.6553 2.1632 0.1200
13 H -2.0023 1.3172 -0.6199
14 H -0.2042 -2.1375 -0.4283
15 H -2.7678 -0.8753 -0.0099

Forces on the atoms, in the same order (eV/Å):
-0.140 -0.026 -0.162
-0.797 -0.337 -0.118
-0.701 2.932 1.148
-0.504 -1.609 0.305
4.957 -0.492 -0.931
-0.375 -0.007 -0.047
-5.405 -0.273 -0.375
2.090 -0.189 0.516
0.183 0.179 -0.020
-0.321 -0.036 -0.171
-0.062 0.035 -0.089
0.177 -0.397 0.001
-0.061 -0.043 0.105
0.337 0.337 -0.016
0.623 -0.074 -0.147

=====

No. 3
# C4H8N2O

A single C4H8N2O molecule at a distorted geometry (ωB97M-V with the def2-TZVPD basis set, OMol25).

Values from the calculation:
- lowest unoccupied orbital energy (eV) = 0.92
- gap between HOMO and LUMO (eV) = 10.360
- SMILES string = C[C@@]1(C(N)=O)CN1

Positions of all 15 atoms, in Å:
1 C 0.5686 -0.4200 1.4695
2 C 0.3072 0.0395 0.0540
3 C -0.6336 1.2305 -0.0039
4 N -1.6107 1.1401 -0.9347
5 O -0.4852 2.1770 0.7504
6 C 1.3916 -0.0238 -0.9563
7 N 0.0502 -1.0374 -0.8701
8 H 1.3048 -1.2330 1.4869
9 H 0.9232 0.4091 2.0798
10 H -0.3693 -0.7899 1.9027
11 H -1.6794 0.3325 -1.5333
12 H -2.2293 1.9261 -1.0565
13 H 0.8253 -0.3929 -1.8960
14 H 2.2776 -0.5393 -0.5631
15 H 0.4071 -1.9330 -0.5644

Forces on the atoms, in the same order (eV/Å):
0.113 0.087 0.120
-0.382 -0.237 0.252
-0.077 0.089 0.079
-0.070 0.136 -0.018
-0.067 -0.308 -0.295
-0.600 -1.190 -0.241
-0.439 -0.557 0.673
-0.084 0.162 -0.036
0.010 -0.049 -0.006
0.211 0.098 -0.043
0.048 0.086 0.120
0.075 -0.109 -0.006
1.667 1.824 -0.685
-0.226 0.060 -0.472
-0.179 -0.092 0.560

=====

No. 4
# C4H8N2O

A single C4H8N2O molecule at a distorted geometry (ωB97M-V with the def2-TZVPD basis set, OMol25).

Values from the calculation:
- lowest unoccupied orbital energy (alpha / beta) (eV) = 0.83 / -2.52
- ⟨S²⟩ = 2.008
- gap between HOMO and LUMO (alpha / beta) (eV) = 5.130 / 6.812
- spin multiplicity = 3

Positions of all 15 atoms, in Å:
1 C 0.0490 1.2246 -0.7460
2 C -0.0194 -0.0483 0.0709
3 C -0.1118 0.0659 1.7131
4 C 1.1714 -0.9835 -0.3156
5 N -1.1444 0.7460 -1.3874
6 N -1.3157 -0.3610 -0.5677
7 O 0.7535 2.1637 -0.9353
8 H -0.7344 -0.6637 2.1053
9 H -0.6904 1.0285 1.8600
10 H 0.8108 0.0842 2.2112
11 H 1.6202 -0.6884 -1.3547
12 H 0.9326 -1.9937 -0.2791
13 H 1.9958 -0.7165 0.3677
14 H -1.9779 1.3829 -1.5673
15 H -1.3391 -1.2408 -1.1750

Forces on the atoms, in the same order (eV/Å):
-2.853 -3.976 2.686
2.397 -1.063 2.139
-1.780 2.757 -3.094
1.205 2.979 -1.166
-2.559 0.992 -2.154
1.080 -0.490 -1.384
3.036 4.053 -1.147
-1.025 -1.815 0.643
0.909 -0.892 0.146
1.353 0.129 0.372
-1.191 -0.711 1.612
-0.257 -2.002 0.197
-0.330 -0.507 -0.142
0.275 -0.786 0.114
-0.261 1.333 1.177

=====

No. 5
# C4H8N2O

C4H8N2O as an isolated structure at a distorted geometry (ωB97M-V with the def2-TZVPD basis set, OMol25).

Values from the calculation:
- lowest unoccupied orbital energy (alpha / beta) (eV) = 0.92 / -2.15
- ⟨S²⟩ = 2.015
- gap between HOMO and LUMO (alpha / beta) (eV) = 6.478 / 7.456
- spin multiplicity = 3

Positions of all 15 atoms, in Å:
1 C -0.9221 1.2476 0.2924
2 C -0.4473 0.0850 -0.2125
3 C 1.4432 -0.8069 1.1715
4 C 0.6141 -0.8249 -0.1658
5 N -2.2101 1.1435 -0.3287
6 N -1.6358 0.0098 -1.0477
7 O 1.8296 -0.2809 -1.4091
8 H -0.8218 2.0783 0.8322
9 H 1.7081 0.2131 1.5502
10 H 2.2925 -1.5399 1.2333
11 H 0.8332 -1.1895 2.0694
12 H 0.5334 -1.9036 -0.5597
13 H -2.4599 2.0025 -0.7746
14 H -2.2689 -0.7825 -0.8390
15 H 1.5119 0.5484 -1.8120

Forces on the atoms, in the same order (eV/Å):
-4.336 3.618 0.739
1.126 -6.308 -3.104
-0.837 -0.503 1.412
0.902 -0.835 1.317
2.150 -0.422 2.077
-0.563 -1.358 -0.808
-0.158 0.138 0.151
1.737 2.717 2.418
0.223 -0.786 -0.881
-0.466 1.146 -0.757
0.154 0.384 -1.437
-0.358 2.112 0.336
-0.374 0.167 -1.316
0.852 0.289 -0.408
-0.052 -0.359 0.262

=====

No. 6
# C4H8N2O2

A single C4H8N2O2 molecule at a distorted geometry (ωB97M-V with the def2-TZVPD basis set, OMol25).

Values from the calculation:
- lowest unoccupied orbital energy (eV) = 1.00
- gap between HOMO and LUMO (eV) = 9.132
- SMILES string = NC(=O)[C@@H]1C[C@@H]1NO

Positions of all 16 atoms, in Å:
1 N -1.3786 2.1014 0.0207
2 C -0.7798 0.9663 0.4946
3 O 0.0771 1.0611 1.3996
4 C -0.9653 -0.2509 -0.2585
5 C -0.5718 -1.5535 0.3888
6 C 0.5626 -1.1214 -0.4591
7 N 1.6776 -0.5830 0.1315
8 O 2.4731 0.1221 -0.8286
9 H -1.2667 2.9363 0.5726
10 H -2.0825 2.0523 -0.6943
11 H -1.6521 -0.2515 -1.0926
12 H -1.1105 -2.4301 0.0528
13 H -0.4037 -1.5191 1.4598
14 H 0.7020 -1.5234 -1.4553
15 H 1.3378 0.1193 0.8826
16 H 3.3808 -0.1259 -0.6146

Forces on the atoms, in the same order (eV/Å):
-0.126 -0.338 0.298
1.409 0.780 -0.345
-1.139 -0.049 0.065
0.782 -0.790 -0.217
0.453 -0.079 -0.253
-1.767 0.570 0.022
0.540 0.757 1.393
-0.320 0.112 -0.018
-0.045 -0.033 -0.161
-0.019 0.090 0.135
-0.009 -0.088 0.019
-0.031 0.007 0.040
-0.033 0.028 -0.002
-0.172 0.082 0.089
0.683 -0.944 -1.132
-0.207 -0.107 0.068

=====

Energy in Ha, matching the order above: -341.73446 -341.91886 -341.86908 -341.71992 -341.67263 -417.13137